i) Entry from the Open Molecules 2025 dataset: the molecule C2H6N2 (the ωB97M-V functional and the def2-TZVPD basis).

Summary:
HOMO level (eV): -7.650
HOMO-LUMO gap (eV): 8.718

The geometry in ORCA input format:
```
! RIJCOSX wB97M-V def2-TZVPD def2/J DEFGRID3
* xyz 0 1
C -0.532 -0.578 0.235
C -0.722 0.852 -0.102
N 0.690 -1.048 0.117
N 1.838 -0.521 -0.124
H -1.439 -1.154 0.412
H -1.693 1.129 -0.438
H 0.008 1.206 -0.726
H -0.606 1.629 0.690
H 0.867 -1.986 0.374
H 1.588 0.471 -0.438
*
```



ii) Entry from the Open Molecules 2025 dataset: the molecule C2H6N2 (the ωB97M-V functional and the def2-TZVPD basis).

Summary:
HOMO level (eV): -8.247
HOMO-LUMO gap (eV): 9.463

The geometry in ORCA input format:
```
! RIJCOSX wB97M-V def2-TZVPD def2/J DEFGRID3
* xyz 0 1
C 1.073 -0.555 -1.069
C -1.060 0.716 1.539
H 0.764 -0.767 -2.109
H 1.455 -1.478 -0.635
H 1.885 0.172 -1.096
H -0.994 -0.145 -0.808
H -2.036 0.663 1.066
H -0.999 1.129 2.551
N -0.086 -0.089 -0.343
N -0.002 0.353 0.903
*
```



Which of them is the most stable, and which is the least stable? ii) and i), in that order.



i) Entry from the Open Molecules 2025 dataset: a structure of composition C5H7N (the ωB97M-V functional and the def2-TZVPD basis).

Summary:
HOMO level (eV): -9.682
HOMO-LUMO gap (eV): 10.825

The geometry in ORCA input format:
```
! RIJCOSX wB97M-V def2-TZVPD def2/J DEFGRID3
* xyz 0 1
C -1.981 0.629 -0.608
C 0.513 -1.135 0.965
C 0.222 -0.398 -0.321
C 1.638 0.132 -0.042
N 1.612 -0.535 1.277
C -0.800 0.625 -0.015
H -2.131 0.039 -1.500
H -2.711 1.297 -0.197
H 0.051 -1.902 1.578
H 0.036 -0.987 -1.234
H 1.821 1.208 0.029
H 2.367 -0.344 -0.692
H -0.635 1.374 0.760
*
```



ii) Entry from the Open Molecules 2025 dataset: the molecule C5H7N (the ωB97M-V functional and the def2-TZVPD basis).

Summary:
HOMO level (spin up / spin down) (eV): -7.863 / -7.863
HOMO-LUMO gap (spin up / spin down) (eV): 6.676 / 6.676

The geometry in ORCA input format:
```
! RIJCOSX wB97M-V def2-TZVPD def2/J DEFGRID3
* xyz 0 1
C -0.425 1.136 -0.661
C -0.242 -0.348 0.053
C -0.735 0.198 1.336
N -1.199 -1.099 -0.565
C 1.183 -0.714 0.007
C 2.334 -1.060 -0.065
H -0.092 0.952 -1.681
H 0.210 1.888 -0.191
H -1.477 1.426 -0.665
H -1.676 -0.200 1.703
H -0.440 1.182 1.687
H -0.798 -1.998 -0.845
H 3.357 -1.363 -0.111
*
```



Which of them is the most stable, and which is the least stable? i) and ii), in that order.



i) Entry from the Open Molecules 2025 dataset: a cluster of 5 separate species, C2H13O4S in total (the ωB97M-V functional and the def2-TZVPD basis).

Summary:
HOMO level (eV): -3.365
HOMO-LUMO gap (eV): 6.643

The geometry in ORCA input format:
```
! RIJCOSX wB97M-V def2-TZVPD def2/J DEFGRID3
* xyz -1 1
C 2.215 -0.224 3.828
C 2.381 -0.461 2.282
S 0.959 -1.149 1.437
H 3.044 -0.456 4.495
H 1.871 0.780 4.096
H 1.426 -0.961 4.043
H 2.793 0.464 1.886
H 3.174 -1.217 2.261
H -2.015 0.554 3.186
H -0.938 -0.086 2.255
O -1.733 0.483 2.273
H -2.525 1.591 -5.919
H -3.486 0.493 -6.553
O -2.826 1.166 -6.725
H 0.011 -0.653 -0.743
H 0.709 -1.645 -1.646
O 0.014 -0.978 -1.661
H -1.281 0.126 -3.074
H -2.105 1.185 -2.439
O -1.686 0.988 -3.284
*
```



ii) Entry from the Open Molecules 2025 dataset: a cluster of 5 separate species, C2H13O4S in total (the ωB97M-V functional and the def2-TZVPD basis).

Summary:
HOMO level (eV): -3.688
HOMO-LUMO gap (eV): 7.319

The geometry in ORCA input format:
```
! RIJCOSX wB97M-V def2-TZVPD def2/J DEFGRID3
* xyz -1 1
C -1.318 -3.018 0.014
C -1.019 -1.581 0.059
S 0.761 -1.306 0.416
H -2.378 -3.180 -0.310
H -1.176 -3.366 1.055
H -0.481 -3.480 -0.565
H -1.724 -0.888 0.578
H -1.231 -1.134 -0.943
H 2.805 -0.850 -1.349
H 1.735 0.313 -1.213
O 2.431 0.052 -1.839
H -1.837 1.212 1.120
H -0.736 2.148 1.536
O -1.713 2.079 1.434
H 2.078 1.728 0.934
H 1.098 0.609 0.659
O 1.136 1.594 0.947
H 0.763 3.037 -0.042
H 0.217 2.663 -1.528
O 0.588 3.369 -0.961
*
```



Which of them is the most stable, and which is the least stable? i) and ii), in that order.



i) Entry from the Open Molecules 2025 dataset: the molecule C4H12N2O (the ωB97M-V functional and the def2-TZVPD basis).

Summary:
HOMO level (eV): -8.872
HOMO-LUMO gap (eV): 9.760

The geometry in ORCA input format:
```
! RIJCOSX wB97M-V def2-TZVPD def2/J DEFGRID3
* xyz 0 1
N -2.110 1.334 -1.657
C -0.753 1.581 -1.157
C 0.170 0.285 -1.311
N -0.248 -0.780 -0.380
C 0.070 -0.624 1.102
C 1.326 -1.359 1.398
O 1.504 -1.436 2.945
H -2.534 1.751 -0.897
H -2.413 0.422 -1.997
H -0.328 2.363 -1.843
H -0.756 2.018 -0.130
H 1.169 0.692 -1.223
H -0.021 -0.002 -2.326
H 0.143 -1.691 -0.668
H -0.762 -1.083 1.647
H 0.194 0.422 1.324
H 2.262 -0.917 0.912
H 1.247 -2.419 1.123
H 1.840 -0.555 3.140
*
```



ii) Entry from the Open Molecules 2025 dataset: a cluster of 2 separate species, C4H12N2O in total (the ωB97M-V functional and the def2-TZVPD basis).

Summary:
HOMO level (eV): -9.106
HOMO-LUMO gap (eV): 10.047

The geometry in ORCA input format:
```
! RIJCOSX wB97M-V def2-TZVPD def2/J DEFGRID3
* xyz 0 1
C -0.842 1.515 -1.901
C -0.197 -2.058 0.241
C 0.010 -0.715 0.832
C 1.709 0.732 2.062
H -2.166 0.252 -1.017
H -2.426 0.135 -2.637
H -0.391 1.543 -2.885
H -1.149 2.369 -1.437
H 0.154 1.315 -1.245
H -0.944 -2.836 0.678
H 0.680 -2.584 -0.043
H -0.722 -1.746 -0.757
H 2.134 -0.976 1.267
H 1.105 1.579 1.712
H 1.742 0.507 3.166
H 2.604 1.089 1.720
N -1.655 0.218 -1.901
N 1.276 -0.318 1.182
O -0.922 -0.022 0.966
*
```



iii) Entry from the Open Molecules 2025 dataset: a structure of composition C4H12N2O (the ωB97M-V functional and the def2-TZVPD basis).

Summary:
HOMO level (eV): -8.325
HOMO-LUMO gap (eV): 9.040

The geometry in ORCA input format:
```
! RIJCOSX wB97M-V def2-TZVPD def2/J DEFGRID3
* xyz 0 1
C 0.723 -0.936 0.552
C -1.125 -0.814 -0.111
C 1.171 1.808 -0.756
C -1.925 0.286 0.576
N 1.524 -0.516 -0.499
N 0.978 0.479 -1.321
O 1.086 -2.187 0.985
H 0.812 -2.310 1.899
H 1.858 -1.298 -1.054
H -0.141 0.209 -1.196
H 0.615 -0.186 1.337
H -1.397 -1.778 0.329
H -1.459 -0.985 -1.139
H 0.749 2.524 -1.460
H 2.238 2.009 -0.647
H 0.690 1.967 0.221
H -1.798 1.244 0.071
H -1.606 0.428 1.613
H -2.993 0.056 0.600
*
```



iv) Entry from the Open Molecules 2025 dataset: the molecule C4H12N2O (the ωB97M-V functional and the def2-TZVPD basis).

Summary:
HOMO level (eV): -9.488
HOMO-LUMO gap (eV): 10.321

The geometry in ORCA input format:
```
! RIJCOSX wB97M-V def2-TZVPD def2/J DEFGRID3
* xyz 0 1
C 0.778 1.276 -0.602
N 0.791 1.734 -2.004
C -0.244 0.165 -0.210
C -0.380 -0.886 -1.305
N 0.275 -0.359 1.080
C -0.661 -1.391 1.587
O -0.490 -1.547 3.012
H 0.537 2.105 0.073
H 1.721 0.900 -0.208
H 1.735 2.074 -2.172
H 0.191 2.539 -2.037
H -1.202 0.652 -0.024
H 0.599 -1.319 -1.485
H -1.137 -1.655 -1.248
H -0.608 -0.275 -2.185
H 0.149 0.347 1.795
H -0.429 -2.361 1.153
H -1.727 -1.135 1.472
H 0.102 -0.863 3.310
*
```



Which of them is the most stable, and which is the least stable? iv) and iii), in that order.